No. 1
The following is a DFT calculation (ωB97M-V with the def2-TZVPD basis set) of a structure of composition ClHNO2S2 at a distorted geometry.

Results
Net charge: -1
2S+1: 1
Frontier orbital gap: 6.63 eV
Electronic energy: -39793.753 eV

CARTESIAN COORDINATES (ANGSTROEM)
1 N -0.6008 -0.5627 0.6503
2 O 1.6343 -1.5332 0.8535
3 O 0.9624 1.2744 -0.6028
4 S -0.5022 1.8164 -0.4246
5 S 0.8220 -0.3307 0.8885
6 Cl -1.4365 0.8598 -1.9698
7 H -0.8793 -1.5239 0.6049

=====

No. 2
The following is a DFT calculation (ωB97M-V with the def2-TZVPD basis set) of a structure of composition ClHNO2S2 at a distorted geometry.

Results
Net charge: -1
2S+1: 1
Frontier orbital gap: 7.15 eV
Electronic energy: -39794.922 eV

CARTESIAN COORDINATES (ANGSTROEM)
1 N -0.2001 0.0711 -0.9979
2 O 1.2022 -0.4085 0.8979
3 O 1.4157 1.8996 -0.0578
4 S -1.7470 -0.1612 -1.0254
5 S 0.4098 0.9358 0.3654
6 Cl -2.1068 -1.3205 0.7719
7 H 1.0263 -1.0164 0.0459

=====

No. 3
The following is a DFT calculation (ωB97M-V with the def2-TZVPD basis set) of a cluster of 2 separate species, ClHNO2S2 in total at a distorted geometry.

Results
Net charge: -1
2S+1: 1
Frontier orbital gap (spin up / spin down): 6.96 / 6.96 eV
Electronic energy: -39794.942 eV

CARTESIAN COORDINATES (ANGSTROEM)
1 N 0.4930 -1.1578 0.2871
2 O -1.9057 0.3069 -1.3243
3 O -2.1155 0.9573 1.1148
4 S 1.7238 -0.4692 0.9103
5 S -1.2930 0.6828 -0.0997
6 Cl 2.5486 1.3005 -0.2939
7 H 0.5489 -1.6207 -0.5944

=====

No. 4
The following is a DFT calculation (ωB97M-V with the def2-TZVPD basis set) of a cluster of 2 separate species, ClIO2S in total.

Results
Net charge: 0
2S+1: 1
Frontier orbital gap: 8.46 eV
Electronic energy: -35552.669 eV

CARTESIAN COORDINATES (ANGSTROEM)
1 O 3.0983 0.6965 0.2432
2 O 0.7526 -0.0502 -0.0841
3 S 1.9812 0.4734 -0.6238
4 Cl -2.3410 -1.5365 -0.0385
5 I -3.4910 0.4168 0.5032